[1]
The following is a quantum chemistry calculation of a 2-piece molecular cluster, C7H5N overall, from OMol25.

Output
- total energy (eV) = -8821.397
- 2S+1 = 1
- HOMO level (alpha / beta) (eV) = -8.275 / -8.631
- structure (SMILES) = C=C=C=C.C#CC#N
- net charge = 0
- orbital gap (alpha / beta) (eV) = 6.89 / 7.56
- LUMO (alpha / beta) (eV) = -1.39 / -1.07

XYZ file:
```
13
Properties=species:S:1:pos:R:3:forces:R:3:mulliken_charge:R:1
C -0.743130 0.181309 -0.551376 0.4 0.7 1.9 0.41
C -0.423697 0.738899 0.646214 -1.0 -0.2 -1.8 0.00
C -1.915809 -0.036010 -1.154334 -0.1 0.3 -0.5 -0.68
C -0.379514 1.750700 1.467290 0.3 0.0 0.2 -0.70
C 1.113810 -0.548903 -1.160914 2.4 -0.4 1.1 0.35
C 1.571182 -1.165016 0.144726 -0.2 -0.8 -1.8 -0.26
C 2.108242 -2.045452 0.787033 -0.8 1.2 -1.0 -0.14
N 1.679012 -0.352412 -2.193227 -1.7 0.0 1.2 -0.46
H -2.851899 -0.085494 -0.615918 0.1 -0.6 0.3 0.32
H -2.031385 0.045399 -2.224946 0.3 -0.1 -0.2 0.27
H -0.444935 1.622283 2.539859 -0.3 -0.1 0.0 0.24
H -0.293149 2.767372 1.097606 0.5 0.0 0.0 0.26
H 2.611271 -2.872673 1.217987 0.0 0.0 0.5 0.40
```
Positions in Å, forces in eV/Å.



[2]
The following is a quantum chemistry calculation of C7H5N2O3S as an isolated structure, from OMol25.

Output
- total energy (eV) = -27295.528
- 2S+1 = 1
- HOMO level (eV) = -4.880
- net charge = -1
- orbital gap (eV) = 8.25
- LUMO (eV) = 3.37

XYZ file:
```
18
Properties=species:S:1:pos:R:3:forces:R:3:mulliken_charge:R:1
C -0.143880 0.950088 -0.849523 -0.1 0.9 -0.2 -0.24
C -0.172422 1.180908 0.545273 -1.5 2.3 0.6 -0.39
C 0.074567 -0.347839 -1.332858 0.9 1.4 4.7 -0.66
C -0.212124 0.128025 1.488247 1.0 0.8 -2.3 -0.43
C 0.419464 -1.307926 -0.393294 -0.8 -1.0 -0.3 -0.40
C 0.156782 -1.108734 0.940958 -1.1 0.0 2.7 0.37
C 1.148279 -4.635776 3.103754 -2.5 -2.1 -1.9 0.55
N 0.215713 -2.275145 1.728324 0.9 -0.9 -0.2 -0.54
N -0.275144 -2.344507 2.903853 -0.2 0.8 -0.3 1.17
O 0.475633 -5.493360 2.602901 0.9 1.3 0.9 -0.50
O -1.031654 -1.524325 3.447720 -0.2 0.4 -0.1 -0.76
O -0.012522 -3.368445 3.627401 0.1 -0.7 0.3 -0.57
S 2.613725 -4.199542 3.502637 1.8 0.6 0.7 -0.43
H -0.304213 1.814859 -1.579315 0.2 -1.3 1.2 0.25
H -0.402051 2.304050 0.870015 0.6 -2.6 -0.5 0.17
H 0.042040 -0.539654 -2.301350 0.1 -0.9 -4.3 0.51
H -0.437045 0.167063 2.537312 0.0 0.5 0.0 0.48
H 0.653938 -2.362498 -0.526201 0.1 0.2 -0.9 0.41
```
Positions in Å, forces in eV/Å.



[3]
The following is a quantum chemistry calculation of one molecule with the formula C7H6, from OMol25.

Output
- total energy (eV) = -7351.722
- 2S+1 = 1
- HOMO level (eV) = -8.548
- structure (SMILES) = C#CC1=CCC=C1
- net charge = 0
- orbital gap (eV) = 9.31
- LUMO (eV) = 0.76

XYZ file:
```
13
Properties=species:S:1:pos:R:3:forces:R:3:mulliken_charge:R:1
C 2.771340 -0.986327 -1.235197 -2.9 1.3 0.3 -0.19
C 1.756472 -0.385718 -0.841224 3.3 -1.7 -0.9 -0.48
C 0.496273 0.082253 -0.306156 2.9 -3.2 -1.7 0.73
C -0.528128 -0.776422 -0.452342 -1.8 0.3 1.0 -0.65
C -1.661202 -0.023144 0.403457 -1.9 -2.9 -1.3 -0.20
C -0.956291 1.188404 0.938713 -4.3 1.4 -0.1 -0.30
C 0.300709 1.158224 0.559050 0.4 2.9 1.7 -0.76
H 3.463240 -1.608132 -1.804901 -0.3 0.7 0.7 0.38
H -0.416416 -1.866225 -0.869885 -0.7 2.6 0.8 0.29
H -1.777520 -0.652086 1.321833 -0.1 0.1 -0.5 0.21
H -2.805387 -0.093291 -0.112117 3.3 0.9 1.4 0.30
H -1.602376 2.044204 1.402576 1.8 -1.8 -0.5 0.30
H 0.959285 1.918259 0.996193 0.4 -0.6 -0.9 0.37
```
Positions in Å, forces in eV/Å.



[4]
The following is a quantum chemistry calculation of a 2-piece molecular cluster, C7H6BrFNO2 overall, from OMol25.

Output
- total energy (eV) = -85700.866
- 2S+1 = 1
- HOMO level (eV) = -4.373
- net charge = -1
- orbital gap (eV) = 7.45
- LUMO (eV) = 3.08

XYZ file:
```
18
Properties=species:S:1:pos:R:3:forces:R:3:mulliken_charge:R:1
C -0.862259 2.264653 -0.280349 0.2 2.4 -0.7 -0.37
C -1.773778 1.247343 -0.388961 -1.1 -0.6 -0.2 -0.27
C 0.426283 2.024170 0.157206 0.0 -0.8 0.4 -0.56
C -1.449676 -0.067085 -0.142408 3.0 0.9 2.1 -0.52
C -0.608962 -2.934922 0.124851 -0.7 -0.1 -1.3 0.55
C 0.807016 0.740063 0.523600 -0.3 -1.8 -0.2 -0.60
C -0.088051 -0.360147 0.440053 -2.0 0.8 -1.9 0.27
N 0.176987 -1.643228 0.813084 -0.8 -1.2 0.4 -0.09
O -1.624691 -3.315066 0.694233 0.6 0.9 0.8 -0.64
O -0.096998 -3.261770 -0.933733 0.7 0.3 0.4 -0.63
F 1.554657 -1.980072 0.796610 -0.1 0.8 -0.1 -0.24
Br 3.997831 -0.113112 -1.089976 0.9 -0.1 -0.4 -0.23
H -1.256152 3.253001 -0.648151 0.9 -0.8 0.8 0.24
H -2.806467 1.579249 -0.648306 0.8 -0.8 0.0 0.28
H 1.210871 2.722654 0.358896 0.0 1.0 -0.4 0.36
H -2.206956 -0.779745 -0.097015 -0.9 -1.4 -0.2 0.46
H 2.767058 0.140511 -0.477259 -0.6 0.0 0.1 0.21
H 1.833293 0.483509 0.797625 -0.5 0.5 0.5 0.78
```
Positions in Å, forces in eV/Å.



[5]
The following is a quantum chemistry calculation of C7H6ClN3OS as an isolated structure, from OMol25.

Output
- total energy (eV) = -37229.638
- 2S+1 = 1
- HOMO level (eV) = -8.901
- net charge = 0
- orbital gap (eV) = 8.93
- LUMO (eV) = 0.03

XYZ file:
```
19
Properties=species:S:1:pos:R:3:forces:R:3:mulliken_charge:R:1
C -1.783854 1.419289 -0.084662 3.0 -2.0 0.8 -0.53
C -2.224684 0.078833 -0.172627 -1.0 1.6 -1.5 -0.68
C -0.403661 1.696152 0.204264 -0.3 0.8 0.2 -0.18
C 0.101321 -0.525550 0.245288 -3.0 -0.9 -0.2 1.15
C -1.295948 -0.915856 -0.008503 1.8 1.1 0.5 -0.21
C 0.849195 -1.696489 0.232770 1.3 -0.8 0.0 -0.01
C 0.018890 -2.718231 -0.055681 -0.5 -2.6 -0.5 -0.35
N 0.476082 0.706154 0.368383 -0.7 1.6 -0.3 -0.38
N -1.288701 -2.256820 -0.128813 -2.0 -3.1 -1.3 -0.01
N 2.316324 2.675193 0.751824 0.7 -0.7 -0.8 -0.68
O 3.129875 0.795186 -0.825168 -1.0 0.8 1.6 -0.53
S 2.625243 1.179338 0.527418 1.3 1.6 -1.1 0.65
Cl 2.544724 -1.769956 0.495123 -0.3 -0.9 0.0 -0.20
H -2.426171 2.194712 -0.300710 -1.3 1.5 -0.3 0.48
H -3.220137 -0.040641 -0.681210 0.9 -0.4 1.1 0.28
H 0.082420 2.752434 0.304276 -1.2 -2.0 -0.2 0.31
H -2.122781 -2.913372 -0.429824 2.5 2.2 0.9 0.30
H 2.382825 3.160782 -0.157336 0.0 0.0 0.4 0.26
H 0.239036 -3.821167 -0.284819 -0.3 2.0 0.7 0.32
```
Positions in Å, forces in eV/Å.



[6]
The following is a quantum chemistry calculation of a 2-piece molecular cluster, C7H6ClN3S overall, from OMol25.

Output
- total energy (eV) = -35181.418
- 2S+1 = 1
- HOMO level (alpha / beta) (eV) = -8.296 / -8.296
- structure (SMILES) = [S-][N+]#Cc1cccnc1.[H]/N=C\Cl
- net charge = 0
- orbital gap (alpha / beta) (eV) = 7.73 / 7.73
- LUMO (alpha / beta) (eV) = -0.56 / -0.57

XYZ file:
```
18
Properties=species:S:1:pos:R:3:forces:R:3:mulliken_charge:R:1
C -2.313772 0.361912 1.279001 3.7 0.9 -1.2 -0.55
C -1.739006 0.216627 0.010608 -0.2 -0.6 0.4 -0.28
C -1.511921 0.960708 2.252815 -0.8 0.5 0.4 -0.20
C 0.204869 1.344554 0.765104 -1.6 -0.8 1.3 -0.15
C -0.429209 0.581483 -0.229419 -0.1 1.4 1.0 -0.02
C 0.144635 0.409277 -1.492045 2.7 -0.7 -4.3 0.48
C 1.804650 -1.829955 -0.279384 -2.3 0.5 1.2 -0.05
N -0.321401 1.531300 1.977251 -0.6 -0.7 0.1 -0.57
N 0.764080 0.250994 -2.506040 -3.6 1.1 5.8 -0.20
N 2.758618 -1.060095 -0.362141 0.5 1.1 0.3 -0.41
S 1.563314 0.106201 -3.806363 1.4 -0.4 -2.3 -0.24
Cl 1.154656 -2.924110 -1.442571 0.0 -0.6 -0.8 -0.12
H -3.247201 0.024286 1.480900 -2.7 -0.9 0.6 0.50
H -2.193816 -0.221430 -0.852486 -0.9 -0.4 0.0 0.45
H -1.967913 1.073265 3.281143 1.0 0.0 -1.1 0.29
H 1.114620 1.825500 0.659006 1.8 0.6 -0.7 0.52
H 1.023758 -1.719444 0.528563 1.4 -0.5 -0.3 0.28
H 3.191040 -0.931072 -1.263941 0.5 -0.7 -0.4 0.29
```
Positions in Å, forces in eV/Å.



[7]
The following is a quantum chemistry calculation of C7H6ErNO6 as an isolated structure, from OMol25.

Output
- total energy (eV) = -48734.523
- 2S+1 = 4
- HOMO level (alpha / beta) (eV) = -15.187 / -15.190
- net charge = +2
- orbital gap (alpha / beta) (eV) = 5.36 / 5.43
- LUMO (alpha / beta) (eV) = -9.83 / -9.76

XYZ file:
```
21
Properties=species:S:1:pos:R:3:forces:R:3:mulliken_charge:R:1
O 0.195892 0.330584 -4.640094 -0.8 -1.1 5.1 -0.11
C 0.026541 0.084895 -3.518005 2.0 1.9 -5.8 0.30
Er -0.275756 -0.307869 -1.024723 0.1 0.3 1.8 1.11
O -2.425985 -1.345034 -3.700989 3.0 1.4 4.1 -0.09
C -1.769075 -1.042039 -2.792297 -4.8 -2.5 -4.2 0.23
C 1.679242 1.244783 -1.354198 0.9 0.8 -0.7 -0.06
O 2.256884 1.735974 -0.415484 -0.8 -0.8 -0.2 -0.38
C -0.671735 2.021802 -1.337775 -1.4 5.8 -1.2 0.41
O -0.842612 3.151962 -1.566346 1.0 -5.2 1.1 -0.15
C 1.780590 -1.401096 -1.570334 4.1 -2.6 -1.3 0.37
O 2.753998 -1.923152 -1.893252 -3.4 2.1 1.2 -0.11
H 2.022376 1.544990 -2.397210 0.0 -0.1 0.5 0.34
C 0.569513 -0.475379 3.103440 0.0 0.0 0.4 -0.96
C -0.716071 -0.445652 2.355875 -1.2 -0.1 0.7 0.78
N -1.837525 -0.438466 3.066424 0.6 0.1 -1.0 -0.32
O -0.800686 -0.444669 1.071361 0.5 0.0 0.1 -0.82
H 0.365846 -0.505470 4.180490 0.1 0.0 -0.3 0.36
H 1.127928 0.456262 2.923078 0.1 -0.5 -0.2 0.32
H 1.129126 -1.391872 2.856576 0.0 0.5 -0.1 0.30
H -2.723007 -0.414951 2.573728 0.0 0.0 0.2 0.24
H -1.845485 -0.435603 4.079736 0.1 0.0 -0.2 0.24
```
Positions in Å, forces in eV/Å.